Entry 1:
C35H64AlINO15S2 | wB97M-V/def2-TZVPD

Summary:
Charge = -1
Multiplicity = 1
Frontier orbital gap = 0.2180 hartree
LUMO energy = 1.7 eV
Total energy = -3891.878480 Eh
HOMO level = -4.281 eV

The geometry in XYZ format:
```
119
Properties=species:S:1:pos:R:3:forces:R:3:lowdin_charge:R:1
I 6.04771 -1.74648 -0.80561 -0.18 0.37 0.20 0.806
S -2.66731 -4.75045 -1.63175 -0.22 0.46 -0.14 0.882
S -2.92901 -6.17278 0.95613 -0.33 -0.17 -0.20 0.682
Al 1.10434 -0.43604 1.15342 -0.01 -0.26 0.63 0.362
O -0.43793 2.05291 -1.42434 0.30 0.38 -0.18 -0.108
O -4.86444 2.65952 3.49324 0.14 -0.03 0.07 0.078
O -0.65393 6.16817 4.48519 -0.10 0.04 0.01 0.183
O -2.27502 0.30868 -2.10396 -0.35 -0.23 -0.58 -0.068
O -1.53101 7.60052 5.99489 -0.13 -0.13 -0.14 0.086
O -2.67838 2.18492 3.51515 -0.39 0.12 0.00 0.068
O -2.70857 5.81563 5.34632 0.13 0.24 0.18 0.033
O 0.65367 2.44544 0.59073 0.59 0.34 -0.24 -0.184
O 9.37225 0.79789 -2.55105 0.16 0.42 -0.04 0.143
O 9.55879 -4.00695 -3.66969 -0.17 0.06 -0.06 0.078
O 7.62185 -4.56853 -2.65475 0.07 0.01 -0.08 0.145
O 9.25287 2.67847 -3.80028 -0.10 -0.06 -0.04 0.060
O 7.41534 1.86518 -2.83276 0.24 0.09 -0.01 0.088
O -4.16817 0.61617 4.14926 -0.09 0.07 0.04 0.162
O 7.98032 -2.45392 -3.35980 0.24 -0.30 -0.10 -0.024
N -3.91301 -3.77234 0.67700 0.02 1.09 -1.49 -0.208
C -0.55136 -0.54469 2.33903 0.28 0.28 -0.85 -0.231
C 9.96943 -2.85964 -4.42817 0.32 0.14 0.01 -0.333
C -1.72129 2.36654 -0.95385 -0.41 -0.29 -0.18 -0.218
C 3.67858 -2.02772 1.06912 -0.18 0.32 0.10 -0.447
C -2.74615 1.61079 -1.82041 0.74 -0.20 0.59 -0.225
C -7.50557 -4.29913 -0.67747 -0.11 -0.55 -0.26 -0.237
C -8.22060 -5.66124 -0.67014 -0.11 -0.08 0.14 -0.108
C 5.65406 3.16713 -3.88012 -0.14 -0.28 0.17 -0.017
C 0.57031 2.77954 -0.73961 -0.42 0.21 0.26 -0.294
C -5.38020 -3.77677 0.52857 0.10 -0.57 0.61 -0.181
C -4.35151 -6.13890 -3.41098 0.39 -0.59 -0.60 -0.310
C 1.72248 1.50665 0.92788 -0.24 -1.04 0.30 -0.229
C 11.46413 -2.66500 -4.35738 0.13 -0.36 0.06 -0.025
C 4.56725 -0.91162 0.55391 -0.07 -0.66 -0.22 -0.640
C -3.77635 -6.18733 -4.84559 -0.35 -0.01 0.26 -0.103
C -1.83745 -0.65495 1.44451 1.05 -0.17 1.56 -0.282
C -1.53791 6.49640 5.20266 0.16 -0.01 -0.07 -0.545
C -3.39876 6.37485 6.46990 -0.18 -0.12 -0.10 -0.092
C -2.82038 3.43196 2.82265 0.34 0.08 0.12 -0.073
C -2.85829 7.78567 6.51183 -0.05 0.12 0.41 -0.333
C 8.31264 -3.75667 -3.17504 -0.10 0.01 0.07 -0.575
C 7.05868 3.16367 -3.32928 -0.41 0.10 -0.25 -0.328
C -4.17738 3.90477 3.28594 -0.18 0.18 -0.46 -0.333
C -5.96040 -4.42517 -0.71031 -1.13 0.50 -0.11 -0.207
C -2.82480 8.40423 7.88770 0.32 0.16 0.00 -0.025
C -3.26303 -2.47507 0.40001 0.55 0.47 0.65 -0.202
C -3.25120 -4.83714 0.07286 0.25 -1.09 0.80 -1.082
C 2.65053 -1.45086 2.05378 0.06 0.59 -0.34 -0.269
C -3.28785 -6.32277 -2.32412 -0.44 0.08 0.36 -0.494
C -4.91122 4.76886 2.28843 -0.35 -0.13 0.04 -0.020
C 8.74161 1.69399 -3.01301 -0.17 -0.13 0.23 -0.548
C -3.92326 1.71074 3.75855 0.20 -0.23 -0.01 -0.561
C 8.14339 3.39758 -4.35652 0.14 0.14 0.01 -0.099
C -2.51166 -2.00474 1.65335 -0.64 -0.05 -0.89 -0.183
C 9.16574 -1.76091 -3.77338 -0.16 -0.12 -0.19 -0.108
H 2.24917 -2.22838 2.70412 -0.07 -0.17 0.01 0.037
H 11.75075 -1.70968 -4.79775 -0.05 0.02 0.00 0.089
H -2.46139 -6.92367 -2.68874 0.23 0.07 -0.10 0.069
H -0.60855 0.33620 2.97764 -0.04 0.07 0.18 0.029
H 4.92908 3.04418 -3.07642 0.01 0.05 0.00 0.090
H -2.71034 -6.39111 -4.82210 0.18 0.20 -0.12 0.063
H 2.55533 1.55061 0.21552 -0.09 0.44 -0.23 0.031
H 8.90998 -0.96024 -4.46184 -0.15 0.00 0.05 0.135
H 3.17142 -0.74207 2.71247 0.04 -0.06 0.22 0.038
H -1.74599 0.32184 -2.91180 0.10 0.09 0.44 0.092
H 1.50076 2.62034 -1.28374 0.07 -0.28 -0.02 0.124
H 9.65658 -3.01431 -5.46603 -0.07 0.00 0.02 0.155
H -5.03882 -6.97723 -3.30352 -0.17 -0.05 0.05 0.098
H 3.14931 -2.43160 0.20582 0.08 -0.34 -0.04 0.069
H 0.77083 -1.15137 -0.26648 0.03 -0.01 -0.18 -0.033
H -3.40101 8.43369 5.81750 -0.01 -0.07 -0.06 0.158
H -3.14537 5.79382 7.35964 0.05 0.09 0.05 0.143
H -5.63029 -3.90711 -1.60297 0.49 -0.06 -0.12 0.097
H -7.84262 -3.69887 0.16557 0.11 0.04 0.16 0.097
H -3.97747 -1.69022 0.15237 -0.28 -0.19 -0.26 0.119
H -5.74658 -2.75562 0.55192 0.27 0.28 0.08 0.118
H -5.85723 5.11785 2.70578 0.04 0.05 0.01 0.080
H -1.85466 2.06728 0.08711 0.24 -0.17 0.09 0.097
H -5.80039 -4.25133 1.41864 -0.11 -0.20 0.01 0.123
H -5.73899 -5.48353 -0.78847 0.46 -0.11 -0.02 0.088
H 11.98025 -3.46291 -4.89271 -0.01 0.04 -0.05 0.081
H -3.63342 1.44625 -1.21292 -0.32 0.30 -0.12 0.111
H 0.32328 3.85250 -0.78976 -0.14 0.02 -0.05 0.124
H -2.13252 7.86413 8.53417 -0.08 -0.11 -0.01 0.093
H -8.62932 -5.90729 -1.64692 -0.02 0.00 -0.16 0.062
H 5.51017 2.33529 -4.57039 0.09 0.04 -0.07 0.094
H 8.39446 4.44868 -4.47915 0.16 -0.04 0.06 0.135
H -3.98365 -5.26488 -5.37688 0.26 0.18 -0.12 0.063
H -4.10851 4.41196 4.24555 0.07 -0.06 0.05 0.127
H -0.42676 -1.41288 2.98768 -0.20 -0.08 0.13 0.032
H -4.22928 -6.98577 -5.42874 -0.09 -0.11 -0.03 0.061
H -2.77753 3.24004 1.74785 -0.09 0.03 0.00 0.125
H -2.47612 9.43538 7.83437 -0.06 0.01 -0.01 0.085
H -3.71942 -6.88965 -1.50888 0.08 0.06 0.32 0.024
H -5.14978 4.19970 1.38911 0.15 -0.01 -0.03 0.089
H 2.13175 1.82725 1.88827 -0.02 0.25 0.08 0.051
H -2.01677 4.11295 3.09624 0.08 -0.15 0.09 0.133
H 3.99046 -0.21493 -0.03752 0.04 0.26 -0.11 0.014
H 9.64905 -1.33961 -2.89915 0.10 -0.04 0.04 0.119
H -9.04864 -5.70258 0.03511 -0.07 0.06 0.05 0.061
H 11.80571 -2.69851 -3.32258 -0.08 0.13 0.03 0.092
H 7.14281 3.87379 -2.50195 0.09 -0.01 0.00 0.159
H 5.44353 4.10404 -4.39710 0.05 0.03 0.02 0.089
H -1.90026 3.45065 -1.00649 -0.03 0.09 -0.06 0.119
H -4.47475 6.33772 6.31201 0.04 -0.09 -0.14 0.139
H 4.32000 -2.80088 1.49503 -0.02 -0.17 0.04 0.074
H -2.54305 -2.52087 -0.41979 -0.09 -0.16 -0.18 0.083
H 5.09286 -0.40922 1.35514 0.21 0.12 0.00 0.040
H -7.84867 -3.78571 -1.57149 0.05 0.32 -0.04 0.095
H -3.27516 -1.90600 2.42263 0.15 -0.12 0.41 0.111
H -1.81670 -2.79062 1.94212 0.18 0.02 0.08 0.110
H -3.81693 8.39724 8.33961 -0.02 -0.02 -0.05 0.090
H -4.31123 5.63746 2.01470 0.05 -0.02 0.03 0.089
H -4.93847 -5.24027 -3.27732 0.02 0.20 0.22 0.073
H -1.52701 -0.47325 0.41835 -0.50 -0.06 -0.32 0.051
H -7.54463 -6.47417 -0.41525 0.11 -0.05 0.16 0.063
H -2.52289 0.10620 1.81726 -0.25 0.27 -0.51 0.076
H -2.98100 2.17245 -2.72519 -0.11 -0.01 -0.11 0.109
H 7.90199 2.96777 -5.33198 -0.10 -0.03 0.04 0.137
```
Forces are in eV/Å.

=====

Entry 2:
C35H64Br4N8O | wB97M-V/def2-TZVPD

Summary:
Charge = 0
Multiplicity = 1
Frontier orbital gap = 0.3480 hartree
LUMO energy = 0.0 eV
SMILES string = CN(C)C=O.BrCCBr.BrCCBr.CCCC#N.CCCC#N.CCCC#N.CCCC#N.CCCC#N.CCCC#N.CCCC#N
Total energy = -12181.189009 Eh
HOMO level = -9.432 eV

The geometry in XYZ format:
```
112
Properties=species:S:1:pos:R:3:forces:R:3:lowdin_charge:R:1
Br 2.21815 -4.77516 -4.88993 0.93 0.22 -0.02 0.566
Br -3.19090 -0.13352 6.97688 -0.92 -1.22 -0.19 0.509
Br -2.20288 -3.36380 5.53189 -0.88 0.72 -0.14 0.549
Br 6.72209 -3.45699 -5.94145 -1.07 -0.25 0.04 0.553
O -8.77615 1.06688 -2.20543 0.73 2.02 1.12 -0.035
N 6.37050 -9.52005 3.32904 -0.02 0.03 0.03 0.132
N 2.22525 -1.59871 -0.23567 -0.99 0.11 -0.12 0.137
N 6.31306 1.82624 -3.89324 1.72 -1.31 1.83 0.125
N 2.60281 1.44595 3.96904 0.48 -0.69 0.54 0.141
N -4.93993 4.36035 3.04959 2.84 2.34 1.09 0.121
N -5.91412 -4.88485 1.18918 -0.03 0.12 -0.21 0.144
N -7.22292 2.68187 -2.57040 0.91 0.25 0.71 -0.203
N 2.17702 7.85090 -7.93237 0.04 -0.20 0.00 0.125
C 3.82850 -0.41166 5.34689 0.14 0.34 -0.26 -0.192
C 10.02924 1.63465 -3.00490 -1.67 -0.09 1.28 -0.084
C -0.35415 7.31878 -4.78376 0.26 0.83 -1.41 -0.110
C 4.42866 -7.88732 4.08555 0.10 -0.47 -0.03 -0.195
C -8.01914 -4.19528 -0.08479 -2.22 0.37 -0.78 -0.193
C -0.41423 -1.64312 -0.08639 -0.75 1.84 -0.36 -0.162
C 4.74418 -3.64965 -6.01139 -0.97 -1.13 1.57 -0.641
C 2.06971 7.14293 -7.03400 -0.55 -0.07 1.30 -0.224
C 6.00223 -0.17774 3.95370 -0.85 0.91 0.85 -0.093
C 3.94539 -6.84577 3.07432 0.10 -0.20 -0.70 -0.262
C 5.34571 -0.18722 5.34046 0.32 -0.45 0.64 -0.270
C 5.52903 -8.80951 3.65299 -0.76 0.81 -0.05 -0.222
C -4.05767 5.06659 3.39553 -2.17 -1.81 -1.03 -0.213
C -6.94884 2.29685 -3.95256 -1.04 -0.25 0.37 -0.033
C -1.02978 -0.44509 -0.88070 0.37 0.86 0.40 -0.274
C -1.80008 5.62161 1.57502 0.50 -1.70 -1.51 -0.134
C 9.08406 1.43950 -1.72117 0.42 -1.12 -1.22 -0.224
C -2.91899 5.94289 3.83429 -1.14 -1.42 0.51 -0.181
C 1.06949 -1.60934 -0.22281 -0.13 -0.96 0.24 -0.226
C 6.97980 1.27964 -3.09908 -1.56 0.92 -0.63 -0.222
C -9.46203 -3.30328 1.99124 -0.03 -0.38 0.60 -0.117
C 7.80961 0.57759 -2.06460 0.70 1.08 -0.54 -0.183
C 3.13744 0.61846 4.57409 -0.62 0.76 -0.77 -0.247
C -9.33889 -4.22475 0.76507 -0.32 1.13 -0.09 -0.225
C -4.42976 -1.69289 6.54873 1.17 -0.01 0.18 -0.621
C -0.56424 -0.32356 -2.32769 0.07 -0.87 0.56 -0.109
C -2.15257 6.52760 2.66782 -0.74 1.86 0.53 -0.291
C -6.82637 -4.55010 0.57416 1.41 -0.41 1.54 -0.263
C -8.18361 2.10548 -1.83340 -0.87 -2.61 -1.42 -0.320
C 4.18681 -4.62183 -4.83575 1.24 1.04 -1.31 -0.656
C 0.37230 6.06024 -5.42065 -0.26 1.18 1.44 -0.217
C 3.64562 -7.45199 1.67693 0.51 1.04 0.65 -0.098
C -3.97368 -2.46668 5.33721 -0.11 0.17 -0.16 -0.674
C -6.63950 3.90177 -2.05335 0.65 0.90 -0.57 -0.073
C 1.87232 6.27367 -5.81151 -0.20 0.48 -1.01 -0.171
H 5.76770 -0.94432 6.00138 0.11 -0.23 -0.10 0.102
H -0.85344 -1.21551 -2.88345 -0.57 0.17 -0.29 0.073
H 3.07109 -6.74615 1.07709 0.00 0.03 0.02 0.067
H -0.64788 -1.41524 0.95360 0.17 -0.35 0.16 0.110
H 3.43707 -0.31351 6.35943 0.05 -0.36 0.08 0.118
H 11.03387 1.93049 -2.70275 -0.19 0.23 -0.27 0.063
H -9.33112 -2.23572 1.81435 0.78 -0.11 -0.23 0.074
H 3.56742 -8.50813 4.33241 0.15 -0.18 0.30 0.113
H 9.52574 2.30539 -3.70111 0.40 0.51 0.17 0.060
H 4.61672 -7.56156 1.19417 -0.24 -0.62 -0.27 0.072
H 4.31092 -2.66575 -5.83160 0.26 -0.05 -0.19 0.042
H -10.11008 -3.79771 0.12398 -0.01 -0.52 -0.53 0.100
H 5.42245 0.59737 3.45255 0.17 -0.17 -0.76 0.062
H 9.63709 0.92534 -0.93510 0.09 -0.41 -0.17 0.090
H -3.37632 6.63958 4.53685 0.17 0.53 -0.32 0.114
H -1.23760 4.73883 1.87903 0.28 0.07 0.15 0.086
H -0.78357 0.46483 -0.33341 0.64 0.17 -0.06 0.101
H -1.01198 -2.50889 -0.37142 1.04 -0.57 -0.05 0.116
H 2.39551 5.36342 -6.10443 -0.41 -0.42 0.25 0.106
H 7.32345 0.39579 -1.10612 -0.67 0.08 -0.40 0.108
H -1.28994 7.09560 3.01617 0.09 -0.21 0.26 0.116
H -6.15990 3.87195 -1.07498 -0.53 -0.59 0.29 0.088
H 3.04692 -6.34419 3.43387 0.00 -0.23 0.40 0.102
H -5.79737 4.20444 -2.67569 -0.17 -0.07 -0.36 0.082
H 5.53718 0.74241 5.87641 0.07 0.23 -0.25 0.109
H -9.65355 -5.22881 1.04957 0.30 -0.06 -0.16 0.107
H 4.52398 -4.20267 -3.88775 -0.49 -0.01 0.02 0.044
H 4.44485 -4.03201 -6.98725 0.31 0.09 0.11 0.044
H -4.65942 -3.30639 5.22429 0.03 0.07 -0.18 0.055
H -2.66175 5.21205 1.04786 -0.34 0.07 0.21 0.072
H -2.79801 7.27941 2.21363 -0.13 0.30 0.13 0.114
H 7.01694 0.21343 4.02760 0.08 -0.42 -0.10 0.072
H -5.89213 2.35034 -4.21445 -0.15 0.26 0.13 0.089
H 0.17989 7.98198 -4.10327 0.80 -0.42 -0.07 0.064
H -0.60960 7.95134 -5.63389 0.03 0.35 -0.02 0.060
H -7.31416 1.28356 -4.11950 0.14 0.00 0.22 0.082
H 0.52108 -0.41744 -2.36491 0.13 0.73 -0.03 0.061
H 5.92560 -1.13407 3.43635 0.14 0.14 0.00 0.078
H 0.28562 5.32223 -4.62320 0.39 -0.57 -0.48 0.093
H -1.30905 7.23096 -4.26555 -0.03 -1.14 -0.15 0.060
H 4.78687 -7.37426 4.97806 -0.14 -0.17 0.16 0.110
H -0.20840 5.78008 -6.29951 0.11 -0.28 0.16 0.102
H 2.46790 6.67282 -4.99050 -0.18 0.25 0.00 0.111
H -2.33207 5.30477 4.49493 0.40 -0.13 -0.21 0.117
H -10.47876 -3.29180 2.38397 -0.33 -0.51 -0.30 0.066
H -0.95312 0.59892 -2.75886 0.26 -0.21 -0.27 0.074
H -7.59924 2.93341 -4.55245 0.46 0.15 -0.58 0.095
H 8.02976 -0.38439 -2.52745 0.39 -0.07 0.23 0.106
H -7.35880 4.72030 -2.08037 -0.01 0.13 0.12 0.089
H -7.93982 -3.22523 -0.57552 0.19 0.20 0.26 0.123
H 4.60106 -5.62689 -4.91549 -0.21 0.12 -0.19 0.042
H 8.73624 2.32073 -1.18214 0.12 0.49 -0.69 0.099
H -4.03714 -1.81343 4.46695 0.61 -0.41 -0.19 0.062
H -2.11292 -0.35900 -0.79418 -0.21 -0.93 -0.14 0.104
H -5.40596 -1.23746 6.38226 0.15 -0.11 0.05 0.059
H -4.43407 -2.43856 7.34375 -0.03 0.78 0.59 0.056
H 3.57902 -1.38580 4.92629 -0.12 -0.04 0.12 0.120
H -8.11729 -4.88300 -0.92474 -0.24 -0.18 -0.03 0.119
H 10.06779 0.71259 -3.58492 0.21 -0.32 0.39 0.064
H 4.71063 -6.07023 3.04221 0.00 0.08 -0.47 0.103
H -8.36889 2.63536 -0.88626 -0.11 -0.23 0.01 0.138
H -1.24285 6.13232 0.78968 0.23 0.08 0.17 0.080
H 3.06171 -8.36939 1.75122 0.30 -0.12 -0.05 0.077
H -8.89437 -3.68479 2.83996 0.48 0.41 -0.07 0.067
```
Forces are in eV/Å.